The following is a quantum chemistry calculation of one molecule with the formula C5H10O2, from the Open Molecules 2025 dataset.

Values from the calculation:
gap between HOMO and LUMO = 11.1 eV
SMILES = C[C@@H]1OC[C@H](C)O1
molar mass = 102.13 Da
largest force on an atom = 0.3 eV/Å
HOMO = -10.00 eV

Cartesian coordinates (Å):
C -2.428 0.388 -0.433
C -1.220 -0.405 -0.002
O -0.765 0.046 1.253
C 0.610 -0.281 1.311
C 1.039 -0.451 -0.169
C 2.116 0.512 -0.627
O -0.154 -0.189 -0.892
H -2.166 1.449 -0.462
H -2.755 0.069 -1.426
H -3.247 0.238 0.276
H -1.441 -1.489 0.054
H 1.137 0.540 1.811
H 0.771 -1.206 1.881
H 1.354 -1.490 -0.352
H 2.307 0.396 -1.698
H 3.049 0.333 -0.082
H 1.794 1.542 -0.443

The following is a quantum chemistry calculation of one molecule with the formula C5H10O2, from the Open Molecules 2025 dataset.

Values from the calculation:
gap between HOMO and LUMO = 10.8 eV
SMILES = C=C[C@H](CO)OC
molar mass = 102.13 Da
largest force on an atom = 0.7 eV/Å
HOMO = -9.77 eV

Cartesian coordinates (Å):
C 1.900 0.643 1.012
C 1.273 0.938 -0.128
C 0.090 0.139 -0.611
C -1.168 0.867 -0.020
O -0.834 1.825 0.960
O 0.227 -1.186 -0.137
C -0.648 -2.115 -0.728
H 2.638 1.305 1.459
H 1.683 -0.291 1.524
H 1.453 1.878 -0.646
H 0.040 0.131 -1.714
H -1.847 0.108 0.402
H -1.706 1.393 -0.817
H -0.037 1.487 1.416
H -1.704 -1.901 -0.501
H -0.527 -2.152 -1.822
H -0.395 -3.094 -0.313

The following is a quantum chemistry calculation of a 2-piece molecular cluster, C5H10O2 overall at a distorted geometry, from the Open Molecules 2025 dataset.

Values from the calculation:
gap between HOMO and LUMO = 9.5 eV
SMILES = CO[C@H]1C/C1=C/O.[H][H]
molar mass = 102.13 Da
largest force on an atom = 1.0 eV/Å
HOMO = -8.57 eV

Cartesian coordinates (Å):
C -1.871 -1.004 1.338
O -1.280 -0.395 0.221
C -0.111 0.302 0.501
C 1.219 -0.410 0.780
C 0.890 0.135 -0.537
C 0.937 -0.020 -1.846
O -0.059 0.384 -2.678
H -2.198 -0.258 2.075
H -1.171 -1.701 1.819
H -2.735 -1.555 0.962
H -0.255 1.248 1.040
H 1.903 0.108 1.456
H 1.247 -1.493 0.830
H 1.800 -0.420 -2.366
H -0.871 0.414 -2.149
H 1.797 2.282 -0.067
H 1.733 1.845 -0.682

The following is a quantum chemistry calculation of one molecule with the formula C5H10O2, from the Open Molecules 2025 dataset.

Values from the calculation:
gap between HOMO and LUMO = 10.6 eV
SMILES = CO[C@H]1CO[C@H]1C
molar mass = 102.13 Da
largest force on an atom = 0.4 eV/Å
HOMO = -9.61 eV

Cartesian coordinates (Å):
C -2.186 0.708 0.483
O -1.194 -0.265 0.255
C -0.202 0.218 -0.597
C 0.770 1.263 -0.048
O 1.883 0.503 -0.544
C 1.055 -0.662 -0.737
C 1.247 -1.721 0.351
H -1.758 1.615 0.936
H -2.691 0.993 -0.452
H -2.917 0.281 1.171
H -0.624 0.498 -1.573
H 0.756 1.288 1.053
H 0.741 2.285 -0.445
H 1.224 -1.071 -1.741
H 1.720 -2.623 -0.045
H 1.889 -1.310 1.137
H 0.288 -2.000 0.797

The following is a quantum chemistry calculation of a 2-piece molecular cluster, C5H10O2 overall, from the Open Molecules 2025 dataset.

Values from the calculation:
gap between HOMO and LUMO = 9.9 eV
SMILES = C[C@@H](O)/C=C\C=O.[H][H]
molar mass = 102.13 Da
largest force on an atom = 0.4 eV/Å
HOMO = -10.06 eV

Cartesian coordinates (Å):
C -2.047 -0.514 0.053
C -0.800 -0.153 -0.753
O -0.794 1.239 -0.891
C 0.429 -0.741 -0.096
C 1.678 -0.266 0.030
C 2.269 0.960 -0.536
O 1.820 1.633 -1.446
H -2.120 -1.593 0.220
H -2.021 -0.005 1.022
H -2.941 -0.180 -0.481
H -0.879 -0.650 -1.740
H 0.011 1.490 -1.377
H 0.252 -1.723 0.347
H 2.386 -0.862 0.604
H 3.245 1.236 -0.092
H -0.344 0.277 2.713
H -0.085 0.458 3.384

The following is a quantum chemistry calculation of one molecule with the formula C5H10O2 at a distorted geometry, from the Open Molecules 2025 dataset.

Values from the calculation:
gap between HOMO and LUMO = 11.2 eV
SMILES = C[C@@H]1CC[C@H](O)O1
molar mass = 102.13 Da
largest force on an atom = 2.3 eV/Å
HOMO = -10.21 eV

Cartesian coordinates (Å):
C -2.120 -0.207 -0.255
C -0.624 -0.459 -0.452
C 0.158 -0.660 0.844
C 1.597 -0.345 0.434
C 1.406 0.859 -0.477
O 1.071 2.037 0.173
O 0.054 0.629 -1.107
H -2.587 -1.080 0.227
H -2.297 0.661 0.390
H -2.632 -0.042 -1.207
H -0.495 -1.328 -1.107
H -0.177 0.059 1.603
H 0.037 -1.666 1.249
H 2.023 -1.162 -0.159
H 2.254 -0.157 1.290
H 2.180 0.993 -1.255
H 0.152 1.866 -0.192

The following is a quantum chemistry calculation of a 2-piece molecular cluster, C5H10O2 overall, from the Open Molecules 2025 dataset.

Values from the calculation:
gap between HOMO and LUMO = 10.6 eV
SMILES = C=CC1COC1.O
molar mass = 102.13 Da
largest force on an atom = 0.4 eV/Å
HOMO = -9.77 eV

Cartesian coordinates (Å):
C 1.867 -0.090 -0.707
C 0.604 -0.370 -1.022
C -0.594 0.487 -0.730
C -1.904 -0.236 -0.375
O -2.070 0.541 0.814
C -0.774 1.135 0.660
H 2.677 -0.766 -0.967
H 2.146 0.831 -0.196
H 0.394 -1.299 -1.557
H -0.736 1.213 -1.539
H -1.774 -1.305 -0.154
H -2.743 -0.111 -1.070
H -0.823 2.229 0.690
H -0.077 0.769 1.423
O 1.197 -1.176 2.242
H 1.680 -0.353 2.103
H 0.961 -1.434 1.341

The highest HOMO belongs to which entry?
number 3

Look up the molar mass of the fourth one.
102.13 Da

The lowest HOMO belongs to which entry?
number 6